[1]
# C4H4N2O2

A cluster of 2 separate species, C4H4N2O2 in total in a non-equilibrium geometry (ωB97M-V/def2-TZVPD, the Open Molecules 2025 dataset).

```
! wB97M-V def2-TZVPD RIJCOSX def2/J DEFGRID3
* xyz 0 1
C -1.397 -0.498 -1.194
C 1.618 0.504 1.766
C -1.613 0.433 -0.331
C 1.532 -0.765 1.106
N 1.314 -1.973 1.019
N 1.802 0.434 0.414
O -1.159 -1.320 -1.981
O 1.556 1.271 2.664
H -1.039 0.472 0.576
H -2.400 1.151 -0.454
H 1.320 -2.387 0.091
H 1.859 0.906 -0.473
*
```

structure (SMILES) = [H]/N=c1\[nH]c1=O.C=C=O
F_max = 1.568 eV/A
Kohn-Sham gap = 0.378 Ha
relative energy (zero: lowest compared OMol25 entry of this formula, charge and spin) = 90.9 kcal/mol



[2]
# C4H4N2O3S

An isolated molecule of C4H4N2O3S in a non-equilibrium geometry (ωB97M-V/def2-TZVPD, the Open Molecules 2025 dataset).

```
! wB97M-V def2-TZVPD RIJCOSX def2/J DEFGRID3
* xyz 0 1
C -1.035 -0.764 0.331
C 1.369 1.288 -0.964
C -0.203 -1.810 0.472
C 2.672 1.757 -1.480
N 0.416 0.742 -0.577
N -0.758 0.406 -0.374
O 0.467 -2.686 0.791
O -3.269 0.293 1.311
O -2.746 -2.161 1.907
S -2.842 -0.930 0.676
H 3.379 2.249 -0.825
H 2.312 2.551 -2.140
H 3.059 0.884 -2.013
H -2.822 -1.820 2.885
*
```

F_max = 2.911 eV/A
Kohn-Sham gap = 0.282 Ha
relative energy (zero: lowest compared OMol25 entry of this formula, charge and spin) = 116.1 kcal/mol



[3]
# C4H4N2O3S

An isolated molecule of C4H4N2O3S in a non-equilibrium geometry (ωB97M-V/def2-TZVPD, the Open Molecules 2025 dataset).

```
! wB97M-V def2-TZVPD RIJCOSX def2/J DEFGRID3
* xyz 0 1
C 2.221 1.323 -0.174
C 0.976 1.512 -0.283
C 0.375 -1.046 -0.345
C -1.861 -1.258 0.348
N 1.476 -1.255 0.077
N -0.321 1.462 -0.169
O -0.717 1.511 0.996
O -1.150 1.355 -1.153
O -0.754 -1.381 -0.599
S 2.935 -0.477 0.154
H 3.175 1.905 -0.521
H -2.598 -2.062 0.120
H -2.267 -0.189 0.281
H -1.490 -1.402 1.267
*
```

F_max = 4.192 eV/A
Kohn-Sham gap = 0.291 Ha
relative energy (zero: lowest compared OMol25 entry of this formula, charge and spin) = 197.3 kcal/mol